{"formula": "C25H29FN4O7", "method": "ωB97M-V with the def2-TZVPD basis set", "symbols": ["C", "H", "C", "O", "N", "C", "C", "H", "C", "C", "C", "C", "H", "F", "C", "H", "H", "H", "C", "H", "H", "H", "H", "O", "H", "C", "O", "H", "C", "C", "O", "H", "H", "H", "C", "C", "O", "H", "H", "H", "C", "O", "H", "N", "C", "C", "O", "N", "H", "H", "C", "C", "H", "C", "H", "H", "C", "H", "H", "H", "C", "H", "H", "N", "C", "C"], "coordinates": [[-0.89, -2.43, 1.69], [-1.30, -4.84, 1.40], [0.21, 1.03, -2.90], [3.29, 1.19, 0.69], [-0.86, 0.38, -2.27], [2.33, 2.21, 0.82], [-1.05, 1.80, 2.08], [3.71, -0.72, 1.05], [1.88, -0.65, -0.08], [2.40, 2.18, -4.11], [-0.33, -0.35, 2.88], [1.41, 2.99, -3.61], [-1.47, 4.98, 1.54], [3.48, 2.74, -4.70], [-0.34, 1.03, 3.03], [-1.34, 3.77, 0.24], [2.10, -2.53, 0.87], [0.48, 3.58, 4.00], [-2.97, -0.08, -1.20], [3.12, 0.19, -4.43], [1.14, -0.84, -3.34], [-2.65, -4.73, 0.22], [-0.70, -0.61, -2.12], [-2.37, 2.08, -2.03], [1.42, -4.72, -1.14], [-0.69, -4.78, -0.68], [-1.01, 3.15, 2.20], [1.05, -4.47, 0.57], [-2.37, -2.23, -0.27], [0.80, -2.75, -0.69], [0.39, 1.50, 4.08], [-0.49, 3.04, -2.62], [-1.07, -4.36, -1.62], [-0.67, -5.87, -0.76], [-1.72, 1.16, 1.05], [-1.63, -4.40, 0.46], [0.16, -2.20, -1.57], [0.92, -0.13, -0.06], [-3.34, -0.80, -1.94], [1.49, 4.06, -3.69], [-2.04, 0.92, -1.88], [-0.21, -3.14, 2.39], [1.55, 2.14, 0.06], [-1.67, -2.96, 0.66], [0.73, -4.25, -0.44], [-0.98, -0.98, 1.82], [-3.01, -2.77, -1.15], [1.66, -2.07, 0.09], [2.31, -0.11, 1.97], [2.33, -0.47, -1.07], [-1.69, -0.22, 0.89], [0.11, 2.77, 4.63], [-3.83, 0.47, -0.80], [0.30, 2.42, -3.00], [1.88, 2.20, 1.82], [-2.77, 3.79, 1.30], [2.33, 0.80, -4.03], [-2.28, 1.76, 0.35], [0.65, 2.79, 5.58], [-0.95, 2.91, 4.82], [2.81, -0.10, 1.00], [0.20, -0.95, 3.60], [2.88, 3.15, 0.68], [-2.32, -0.85, -0.16], [-1.69, 3.95, 1.26], [1.22, 0.23, -3.42]], "lowdin_charge": [-0.3847, 0.1277, -0.2155, -0.1677, 0.1593, -0.0836, -0.1828, 0.1311, -0.1348, -0.2812, 0.0733, -0.0020, 0.0996, 0.0510, -0.2117, 0.0939, 0.1460, 0.0885, -0.0216, 0.1194, 0.1068, 0.1305, 0.1090, 0.0535, 0.1295, -0.1454, -0.0942, 0.1143, -0.4377, -0.4745, -0.0755, 0.0985, 0.1105, 0.1180, 0.0726, -0.1109, 0.0363, 0.1080, 0.1376, 0.1181, -0.4591, 0.0760, 0.0833, 0.0801, -0.0863, -0.0718, 0.0981, 0.0995, 0.1207, 0.1274, -0.1320, -0.0689, 0.1447, -0.0068, 0.0819, 0.1062, -0.0022, 0.0910, 0.0953, 0.1000, -0.2002, 0.1397, 0.0958, 0.0536, -0.0480, -0.0275], "smiles": "COCCNC(=O)CCCn1c(=O)c2cc(OC)c(OC)cc2n(CC(=O)Nc2ccc(F)cc2)c1=O", "total_charge": 0, "relative_energy_ev": 0.000}


{"formula": "C6H4O", "method": "ωB97M-V with the def2-TZVPD basis set", "symbols": ["C", "C", "H", "C", "O", "C", "H", "H", "C", "C", "H"], "coordinates": [[-0.89, -1.53, 0.21], [0.04, 1.11, -0.89], [0.27, 0.37, 2.70], [-0.92, -1.20, 1.55], [0.88, 0.48, 0.05], [-0.31, -0.35, 2.17], [0.49, 1.96, -1.39], [1.38, -0.44, -1.76], [0.51, -0.26, -1.14], [-0.45, -1.37, -0.92], [-1.00, 1.23, -0.59]], "lowdin_charge": [-0.0389, -0.1157, 0.0639, -0.1002, -0.0899, 0.1658, 0.1118, 0.1331, -0.2812, 0.0267, 0.1246], "smiles": "C#CC#C[C@H]1CO1", "total_charge": 0, "relative_energy_ev": 5.518}


{"formula": "C17H25CuN", "method": "ωB97M-V with the def2-TZVPD basis set", "symbols": ["H", "N", "H", "C", "C", "C", "H", "H", "C", "H", "H", "C", "C", "H", "H", "C", "H", "H", "H", "C", "H", "Cu", "H", "H", "C", "H", "C", "H", "C", "H", "H", "H", "C", "H", "C", "H", "C", "C", "H", "C", "H", "H", "C", "H"], "coordinates": [[1.92, -2.29, -2.82], [0.44, 0.97, 0.83], [0.15, -3.76, -2.51], [1.51, -2.68, 0.70], [-2.13, -0.27, -2.48], [0.54, 1.55, -0.50], [-3.45, 2.89, -2.49], [1.59, 2.42, 1.89], [0.48, -3.23, -1.61], [-1.18, 2.16, 1.54], [3.79, -2.26, -1.85], [3.48, -1.71, 0.19], [-3.04, 0.77, -2.72], [1.47, 0.80, 2.63], [2.50, 1.05, 1.19], [-1.56, 2.33, -1.62], [-0.42, -1.71, 0.84], [-0.11, -4.66, -0.11], [-1.30, 3.33, -1.28], [-2.75, 2.07, -2.30], [3.32, -0.64, -0.04], [0.24, -1.46, -1.58], [0.70, 2.64, -0.44], [-2.35, -1.28, -2.82], [2.68, -2.08, 1.50], [1.85, -3.71, 0.49], [-0.84, 1.11, 1.50], [-0.72, 0.73, 2.52], [-0.67, 1.27, -1.34], [1.44, 1.11, -0.96], [-1.40, -3.57, -0.58], [2.34, -1.15, 2.00], [-0.32, -3.61, -0.38], [3.32, -3.62, -0.85], [3.08, -2.57, -1.07], [4.56, -1.83, 0.38], [1.70, -2.46, -1.75], [0.07, -2.71, 0.87], [3.28, -2.60, 2.23], [1.56, 1.33, 1.68], [-0.21, -3.21, 1.80], [-1.61, 0.51, 0.99], [-0.95, 0.00, -1.81], [-3.98, 0.56, -3.24]], "lowdin_charge": [0.1097, -0.2707, 0.1219, -0.1702, -0.1327, -0.1913, 0.0967, 0.0882, -0.2461, 0.0903, 0.1052, -0.1710, -0.0974, 0.0770, 0.0714, -0.0552, 0.0948, 0.1214, 0.1045, -0.1002, 0.0894, 0.5852, 0.1173, 0.0835, -0.1321, 0.1179, -0.0932, 0.0826, -0.2849, 0.1121, 0.1153, 0.0739, -0.1807, 0.1192, -0.1915, 0.1032, -0.2586, -0.1825, 0.1002, -0.1167, 0.1250, 0.0826, -0.2060, 0.0927], "multiplicity": 2, "total_charge": 0, "relative_energy_ev": 2.567}


{"formula": "C10H19BrN2O", "method": "ωB97M-V with the def2-TZVPD basis set", "symbols": ["H", "H", "N", "H", "H", "C", "C", "H", "H", "C", "C", "H", "H", "H", "Br", "H", "C", "H", "H", "H", "H", "C", "H", "H", "N", "H", "O", "C", "C", "H", "C", "H", "C"], "coordinates": [[-2.53, -2.18, -1.03], [-2.38, -1.85, 1.69], [-1.16, -0.32, -0.92], [-0.18, 0.08, -0.88], [4.26, 1.40, -0.15], [3.33, 1.04, 0.24], [3.09, -0.31, -0.45], [4.04, -0.86, -0.64], [-4.19, 1.45, 0.77], [3.40, 0.95, 1.73], [1.47, -0.65, 1.48], [-3.68, -1.07, -1.86], [2.61, 1.83, -0.02], [-4.07, -1.78, 1.83], [1.98, -2.99, -0.12], [1.78, 0.30, 3.27], [-3.21, -1.08, 1.60], [2.51, -0.16, -1.38], [3.85, 1.85, 2.20], [3.96, 0.04, 1.95], [-4.36, 0.91, -1.04], [1.91, 0.56, 2.21], [-4.24, -2.02, -0.42], [0.60, -1.16, 1.93], [-1.84, 0.13, 0.03], [1.19, 1.36, 1.98], [-1.67, 1.23, 0.56], [-3.17, -0.41, 0.20], [-3.43, -1.54, -0.84], [-5.24, 0.20, 0.29], [2.13, -1.09, 0.43], [-3.11, -0.24, 2.32], [-4.26, 0.64, 0.01]], "lowdin_charge": [0.0889, 0.0963, 0.1767, 0.0978, 0.1008, -0.2393, -0.2214, 0.1138, 0.0948, -0.1712, -0.1983, 0.1078, 0.1219, 0.1029, 0.6124, 0.1129, -0.0338, 0.1154, 0.1209, 0.1134, 0.0834, -0.1701, 0.0443, 0.1159, -0.3643, 0.1069, -0.0045, -0.5592, -0.0612, 0.0975, -0.6531, 0.0855, -0.0340], "smiles": "[H]/N=[N+](\\[O-])C(C)(C)C.BrC1=CCCCC1", "total_charge": 0, "relative_energy_ev": 0.703}